(1)
Here is a molecular structure, C20H23CuN3OSSi from the OMol25 dataset. Energies are from ωB97M-V/def2-TZVPD.

Last column: Löwdin charge in e.
Cartesian coordinates (Å):
Cu1 -0.69 0.79 -0.84  0.1635
C1 -2.97 -3.57 -1.39  -0.2041
Si1 -2.49 -1.78 -0.87  0.4389
C2 -3.94 -0.66 -1.45  -0.1804
C3 -2.59 -1.94 1.04  -0.1863
N1 -0.98 -1.08 -1.32  -0.1356
C4 0.08 -1.67 -1.91  -0.3055
C5 -0.01 -2.85 -2.67  -0.0528
C6 1.08 -3.45 -3.27  -0.1253
C7 2.33 -2.86 -3.18  -0.1293
C8 2.47 -1.69 -2.45  -0.0482
C9 1.39 -1.11 -1.82  -0.1838
O1 1.51 0.11 -1.17  -0.0604
C10 2.72 0.62 -0.82  -0.2599
C11 2.93 1.98 -1.06  -0.0231
C12 4.13 2.58 -0.71  -0.0836
C13 5.14 1.83 -0.14  -0.1147
C14 4.93 0.49 0.12  -0.0987
C15 3.73 -0.12 -0.20  -0.0288
H1 -3.91 -3.85 -0.92  0.0169
H2 -2.22 -4.28 -1.07  0.0178
H3 -3.11 -3.68 -2.46  0.0114
H4 -4.86 -0.93 -0.94  0.0140
H5 -4.12 -0.74 -2.52  0.0162
H6 -3.73 0.38 -1.22  -0.0047
H7 -3.60 -2.15 1.38  0.0109
H8 -2.26 -1.03 1.53  0.0085
H9 -1.95 -2.75 1.39  0.0141
H10 -0.98 -3.30 -2.77  0.0650
H11 0.95 -4.38 -3.80  0.0909
H12 3.20 -3.31 -3.65  0.0846
H13 3.44 -1.22 -2.38  0.1050
H14 2.13 2.56 -1.49  0.0691
H15 4.27 3.63 -0.89  0.1013
H16 6.09 2.30 0.11  0.0904
H17 5.71 -0.09 0.59  0.0957
H18 3.57 -1.16 0.02  0.1208
C16 -4.82 3.51 -2.34  -0.0433
C17 -3.51 4.14 -1.97  -0.3627
C18 -3.26 5.49 -2.22  -0.0497
C19 -1.99 5.93 -1.86  -0.1747
N2 -1.09 5.17 -1.30  0.0296
C20 -1.43 3.88 -1.08  -0.8395
S1 -0.28 2.91 -0.27  0.6429
N3 -2.61 3.35 -1.42  0.0850
H19 -5.50 4.26 -2.76  0.0635
H20 -5.28 3.06 -1.46  0.0777
H21 -4.65 2.72 -3.07  0.0787
H22 -4.00 6.14 -2.66  0.0875
H23 -1.69 6.96 -2.06  0.0954

As for the total charge: -1. For the orbital gap, the calculation gives 7.02 eV. As for the spin multiplicity: 1. For the energy, the calculation gives -3343.74305 a.u.



(2)
Here is a molecular structure, C19H25N6RhS2 from the OMol25 dataset. Energies are from ωB97M-V/def2-TZVPD.

Last column: Löwdin charge in e.
Cartesian coordinates (Å):
Rh1 -1.57 -0.70 -0.26  0.6616
C1 -2.81 0.84 -2.37  -0.1425
C2 -3.92 -0.13 -1.99  -0.1437
N1 -3.34 -1.27 -1.23  -0.2108
C3 -4.27 -1.87 -0.25  -0.2221
C4 -4.57 -0.89 0.88  -0.3656
S1 -3.11 0.10 1.35  0.9640
C5 -3.51 1.75 0.66  -0.3538
C6 -2.43 2.22 -0.30  -0.2139
N2 -1.94 1.15 -1.21  -0.1598
H1 -3.24 1.77 -2.78  0.1404
H2 -2.18 0.40 -3.14  0.1343
H3 -4.42 -0.49 -2.89  0.1468
H4 -4.67 0.35 -1.38  0.1069
H5 -3.10 -2.00 -1.90  0.1080
H6 -3.77 -2.75 0.15  0.1196
H7 -5.19 -2.20 -0.73  0.1434
H8 -4.87 -1.44 1.77  0.0976
H9 -5.38 -0.20 0.65  0.0884
H10 -3.57 2.45 1.49  0.1006
H11 -4.50 1.71 0.21  0.0808
H12 -1.56 2.55 0.27  0.1081
H13 -2.79 3.07 -0.88  0.1410
H14 -1.05 1.47 -1.57  0.1360
S2 -0.62 -2.56 -0.84  0.7826
C7 1.00 -2.25 -0.31  -0.7476
N3 1.86 -3.26 -0.41  0.0920
N4 3.10 -3.23 -0.14  0.0881
C8 4.12 -2.24 -0.26  -0.1978
C9 5.37 -2.63 0.24  -0.0020
C10 6.44 -1.77 0.12  -0.0420
C11 6.28 -0.54 -0.51  -0.0405
C12 5.04 -0.18 -1.03  -0.0575
C13 3.95 -1.02 -0.90  -0.0393
N5 1.28 -1.08 0.28  0.0380
N6 0.30 -0.31 0.50  -0.1209
C14 0.67 0.91 1.15  -0.2577
C15 -0.14 1.43 2.15  -0.0699
C16 0.24 2.60 2.80  -0.0541
C17 1.41 3.25 2.43  -0.0476
C18 2.22 2.72 1.44  -0.0439
C19 1.86 1.54 0.80  -0.0102
H15 3.47 -4.17 0.01  0.1741
H16 5.49 -3.60 0.71  0.1266
H17 7.41 -2.06 0.51  0.1223
H18 7.12 0.13 -0.61  0.1201
H19 4.93 0.76 -1.55  0.1162
H20 3.01 -0.75 -1.35  0.0990
H21 -1.01 0.89 2.49  0.0583
H22 -0.38 3.00 3.60  0.1188
H23 1.70 4.17 2.94  0.1197
H24 3.14 3.22 1.16  0.1187
H25 2.49 1.13 0.02  0.0909

As for the total charge: +2. For the orbital gap (alpha / beta), the calculation gives 5.86 / 5.86 eV. The calculation puts the relative energy (zero: lowest compared OMol25 entry of this formula, charge and spin) at 0.00 kcal/mol. As for the spin multiplicity: 1. For the energy, the calculation gives -1973.90433 a.u.



(3)
Here is a molecular structure, C30H56F3INO15P3S2 from the OMol25 dataset. Energies are from ωB97M-V/def2-TZVPD.

Last column: Löwdin charge in e.
Cartesian coordinates (Å):
C1 -1.23 0.40 9.08  0.1263
C2 -0.21 -0.03 8.64  -0.1154
C3 1.01 -0.53 7.91  -0.1323
C4 0.71 -1.64 6.83  -0.4482
C5 0.64 -2.92 7.76  -0.1183
O1 -0.67 -1.55 6.42  -0.2139
S1 -1.15 -0.41 5.42  0.6612
O2 -1.57 0.82 6.04  -0.2427
O3 -2.25 -0.80 4.58  -0.2836
C6 0.35 0.03 4.39  -0.3036
C7 0.92 1.20 5.18  -0.1046
C8 1.25 2.19 5.77  0.1704
C9 -0.07 0.72 3.05  -0.1048
O4 -0.23 2.15 3.19  0.0502
C10 -0.33 2.76 1.99  -0.6972
F1 0.88 3.07 1.52  0.1728
F2 -1.05 2.08 1.10  0.1638
F3 -0.97 3.93 2.19  0.1615
C11 1.32 -1.19 4.25  -0.3487
C12 2.55 -0.93 3.26  -0.1229
C13 3.37 0.37 3.33  -0.3615
C14 4.91 -0.03 3.27  -0.0377
O5 3.23 1.26 2.21  -0.0415
P1 0.46 -2.54 3.18  0.2590
O6 1.61 -3.40 2.36  -0.2844
O7 -0.26 -1.79 1.89  -0.2396
S2 -0.94 -3.60 3.95  0.3618
C15 1.80 -1.78 5.67  -0.4518
I1 2.23 -4.00 5.44  1.0940
C16 3.28 -1.46 6.11  -0.2814
C17 3.82 -0.07 6.52  -0.1743
C18 4.17 0.02 8.08  -0.2643
N1 3.90 1.37 8.60  -0.0074
H1 -2.01 0.96 9.57  0.0457
H2 1.64 -0.97 8.71  0.1153
H3 1.54 0.36 7.56  0.0721
H4 1.61 -3.20 8.18  0.0700
H5 0.04 -2.60 8.65  0.0993
H6 0.04 -3.72 7.32  0.0656
H7 1.70 3.02 6.29  0.0764
H8 0.59 0.49 2.20  0.1136
H9 -1.08 0.36 2.75  0.1309
H10 2.20 -1.01 2.21  0.1161
H11 3.23 -1.80 3.36  0.0977
H12 3.31 1.02 4.21  0.1070
H13 5.14 -0.95 3.84  0.0645
H14 5.47 0.79 3.77  0.0811
H15 5.28 -0.07 2.23  0.0876
H16 2.57 0.93 1.60  0.0696
H17 1.20 -4.28 2.27  0.0611
H18 -0.97 -2.36 1.57  0.0679
H19 3.47 -2.11 6.99  0.0763
H20 3.96 -1.88 5.35  0.0530
H21 4.81 0.08 6.03  0.1021
H22 3.25 0.84 6.29  0.0588
H23 3.70 -0.79 8.66  0.0928
H24 5.27 -0.12 8.18  0.1109
H25 2.90 1.56 8.64  0.0502
H26 4.31 2.04 7.96  0.0692
O8 2.47 -0.61 -1.55  -0.2299
P2 2.24 -0.69 -3.04  0.6584
O9 2.52 0.88 -3.46  -0.2235
C19 3.88 1.31 -3.53  -0.2834
C20 4.64 0.65 -4.67  -0.0848
O10 0.60 -0.78 -2.96  -0.2521
C21 -0.09 -1.00 -1.73  -0.2724
C22 -0.36 0.31 -1.00  -0.0719
O11 2.20 -1.18 -4.63  -0.2371
C23 1.05 -1.05 -5.47  -0.2573
C24 0.49 0.35 -5.63  -0.0705
H27 4.38 1.11 -2.57  0.1096
H28 3.87 2.39 -3.67  0.1186
H29 4.73 -0.43 -4.51  0.0675
H30 5.65 1.06 -4.75  0.0790
H31 4.12 0.80 -5.61  0.0777
H32 0.46 -1.70 -1.11  0.0975
H33 -1.04 -1.48 -1.97  0.1197
H34 0.52 0.95 -0.96  0.0771
H35 -0.70 0.11 0.01  0.0485
H36 -1.13 0.87 -1.52  0.0847
H37 0.27 -1.74 -5.13  0.1078
H38 1.36 -1.40 -6.45  0.1224
H39 0.16 0.80 -4.69  0.0685
H40 -0.38 0.33 -6.29  0.0691
H41 1.24 1.02 -6.05  0.0780
O12 -4.13 -1.00 -8.86  -0.2226
P3 -5.36 -0.14 -8.68  0.6554
O13 -4.70 1.35 -8.92  -0.2254
C25 -4.43 1.74 -10.27  -0.2852
C26 -5.71 1.93 -11.08  -0.0853
O14 -5.42 -0.27 -7.03  -0.2555
C27 -4.62 -1.21 -6.31  -0.2761
C28 -3.25 -0.64 -5.98  -0.0763
O15 -6.91 0.46 -8.70  -0.2392
C29 -7.53 1.08 -7.56  -0.2621
C30 -6.81 2.27 -6.97  -0.0771
H42 -3.79 0.99 -10.74  0.1098
H43 -3.88 2.67 -10.23  0.1177
H44 -6.25 0.99 -11.20  0.0677
H45 -5.47 2.31 -12.08  0.0789
H46 -6.38 2.63 -10.58  0.0775
H47 -4.54 -2.15 -6.86  0.1055
H48 -5.15 -1.44 -5.39  0.1182
H49 -2.78 -0.16 -6.84  0.0651
H50 -2.59 -1.42 -5.61  0.0752
H51 -3.34 0.13 -5.21  0.0792
H52 -7.73 0.32 -6.80  0.1121
H53 -8.51 1.41 -7.92  0.1203
H54 -5.82 2.04 -6.60  0.0652
H55 -7.38 2.66 -6.12  0.0838
H56 -6.70 3.06 -7.71  0.0766

For the orbital gap, the calculation gives 7.88 eV. The calculation puts the relative energy (zero: lowest compared OMol25 entry of this formula, charge and spin) at 0.00 kcal/mol. As for the spin multiplicity: 1. For the energy, the calculation gives -4777.60017 a.u.



Question: Which of these has the highest energy?
Answer: C19H25N6RhS2